No. 1
The following is a DFT calculation (ωB97M-V/def2-TZVPD) of C20H34N6S2Sc as an isolated structure.

Positions of all 63 atoms, in Å:
H1 -0.95381 1.22635 3.58017
H2 -1.70950 -0.20991 -2.04515
N1 -1.32616 -1.18369 -0.22224
C1 2.86444 2.78796 -7.86019
H3 -0.74793 1.63517 -7.50284
C2 4.10894 -1.76407 -2.04256
S1 0.97540 -0.56777 -6.68494
H4 -1.32518 -2.03422 -0.78386
H5 -2.09358 0.80806 2.33348
H6 5.12296 0.69141 -1.48648
H7 0.52369 -0.23812 2.80705
C3 -2.11442 -0.19647 -1.03681
H8 2.75088 -2.36729 0.08260
C4 5.26452 -1.55948 0.17936
C5 -0.61420 2.24787 1.72697
C6 1.02097 0.82458 -2.90607
H9 1.15280 1.76052 -2.37661
C7 -1.04253 1.02193 2.51171
C8 0.28678 1.94278 -7.57381
C9 -2.10688 1.22575 -0.48625
C10 0.91863 -0.38483 -4.97970
C11 4.22663 0.46873 -0.90869
H10 1.30151 1.74238 -4.79871
N2 2.79667 -1.35440 -0.04110
Sc1 0.77342 -0.37024 0.02256
H11 0.45714 -2.34328 -2.25707
C12 1.10302 0.81819 -4.27358
C13 0.62369 3.21461 -8.02764
H12 -0.14856 3.92242 -8.30390
H13 -2.53919 1.88853 -1.23457
H14 -3.15505 -0.52389 -1.09779
N3 0.78346 -0.28145 -2.15533
H15 3.24668 0.05758 1.31213
H16 3.33987 -1.35808 -2.69804
N4 1.87900 3.62675 -8.15484
C14 4.13803 -1.04016 -0.70399
S2 -0.45537 1.92365 -0.06109
H17 3.94969 -2.83784 -1.91653
H18 4.33907 1.03601 0.02055
C15 0.67271 -1.54065 -4.20248
H19 2.88528 -1.35909 2.03410
H20 5.07230 -1.64001 -2.53516
H21 -2.71780 1.32587 0.40858
H22 5.18723 -2.63776 0.33461
C16 -1.00803 -1.44832 2.22349
N5 -0.24101 -0.17575 2.14072
H23 5.30226 -1.06090 1.15045
H24 -2.82469 -0.83230 1.23100
H25 3.87406 3.15446 -8.00151
H26 -1.31476 3.07178 1.86185
H27 -0.29041 -2.27552 2.16450
H28 6.22029 -1.36975 -0.30757
H29 0.37048 2.61083 2.02824
C17 1.32715 1.08947 -7.24467
C18 2.64308 1.49385 -7.39745
H30 0.53095 -2.50346 -4.67622
H31 -1.52416 -1.55763 3.17993
C19 -1.99882 -1.52443 1.07605
H32 3.37444 0.84712 -1.48032
C20 0.62592 -1.44274 -2.84325
H33 3.47187 0.83129 -7.18700
N6 2.61997 -0.74713 1.26368
H34 -2.43737 -2.52035 1.02923

The spin multiplicity is 1. As for the total charge: +3. The energy above the lowest of the compared OMol25 structures with the same formula, charge and spin is 0.0 kJ/mol. The calculation puts the HOMO energy at -15.931 eV.

These are the natural (NBO) partial charges, in e, on atoms 1 to 8: atom 1 (H): 0.26, atom 2 (H): 0.24, atom 3 (N): -0.73, atom 4 (C): 0.06, atom 5 (H): 0.24, atom 6 (C): -0.63, atom 7 (S): 0.49, atom 8 (H): 0.42

=====

No. 2
The following is a DFT calculation (ωB97M-V/def2-TZVPD) of a 10-piece molecular cluster, C75H87BrF9INO4PSi overall at a distorted geometry.

Positions of all 180 atoms, in Å:
H1 -6.07152 1.24903 -0.48709
C1 7.32859 2.84300 5.80463
H2 2.07138 -1.30793 -3.59593
H3 3.75798 -0.81881 -0.11106
H4 0.08563 1.01216 3.47988
H5 -2.40728 -1.04967 -0.87991
C2 2.11099 1.61067 3.41954
C3 -9.53019 2.76900 -3.52023
C4 5.84920 3.62295 7.53824
H6 -5.21709 -0.08034 -1.34570
C5 2.46595 -2.23657 -3.98780
H7 -6.56267 -0.40324 3.18119
H8 -3.27044 0.93541 -3.99215
C6 -9.27040 1.71000 -4.37920
C7 -8.49799 3.32233 -2.77411
C8 8.36432 2.88470 6.71601
C9 -7.98275 1.20767 -4.49968
C10 -9.47283 -4.28081 -7.36287
C11 3.74222 10.96811 -1.54175
C12 -10.96284 -6.41798 -3.29741
C13 7.58917 -3.52214 2.58737
H9 1.82089 -0.45575 -1.12553
H10 -10.92522 -2.77061 -7.90031
H11 2.41737 -0.91595 3.13136
H12 10.42006 -4.25278 0.87597
C14 3.05762 1.59905 -2.19827
O1 -0.62069 -1.85907 -0.17339
C15 8.45164 -4.91339 0.33702
H13 -5.08956 -2.72457 0.10434
C16 -9.09082 -1.94029 -7.18792
H14 3.14945 -4.48486 0.75059
O2 -3.73653 -0.28937 1.84612
H15 -2.96877 0.91325 -2.27744
C17 3.50815 11.19249 -3.92863
C18 3.77986 -2.61407 -3.75083
C19 -2.81358 -1.38540 1.80636
C20 -7.81853 -2.15030 -6.69769
C21 6.05981 3.21425 6.22769
H16 -1.44125 0.22277 1.51446
C22 3.05659 1.48462 9.18791
H17 -1.14585 0.12885 -0.62701
H18 -10.93111 -4.72066 -4.59447
C23 -6.97480 1.77317 -3.74735
H19 -6.39514 3.23345 -2.29817
C24 1.12860 -0.99463 1.35040
C25 9.36914 -4.23944 1.13146
H20 4.41857 -1.97126 -3.15909
H21 2.21379 -2.36543 -1.19476
H22 4.85832 3.91257 7.86138
C26 6.91064 3.65898 8.43236
C27 3.57840 8.99836 -2.93787
H23 -8.56214 -7.34361 -1.13553
H24 5.23577 3.18167 5.52896
C28 -8.48844 -5.61843 -2.40973
C29 2.12587 -4.25808 -5.26966
C30 -1.31998 -0.90001 -0.94924
C31 -7.20850 2.82072 -2.87989
C32 1.11310 0.71634 3.27965
H25 -7.84809 -5.53519 -6.73944
H26 5.13943 6.40776 3.29322
C33 5.04886 5.97559 2.30554
H27 4.20600 0.13365 -1.95676
H28 -6.08557 1.24076 2.73577
H29 -3.01485 -2.02211 2.66740
F1 3.80859 8.81226 -0.60590
C34 -9.15196 -4.87863 -3.37901
H30 1.43560 1.29543 10.56508
H31 3.70388 -0.43945 1.58982
C35 -2.51712 0.70732 -3.24392
H32 -10.53444 3.16085 -3.43135
H33 3.84257 11.39206 -0.55201
H34 1.12721 -3.39196 -0.27858
C36 4.89569 3.99254 0.93344
H35 3.42881 11.82082 -4.80539
C37 -10.32877 -7.17118 -2.32946
H36 -8.69450 4.14829 -2.10344
F2 -12.17777 -6.81111 -3.73447
H37 -10.81063 -8.05510 -1.93463
H38 -7.44640 0.41033 1.90091
H39 -4.32357 1.14396 -0.47199
H40 1.46204 -4.88077 -5.85373
H41 3.29162 1.47245 -0.04150
C38 -1.39962 -0.80000 1.89253
F3 -9.52563 -0.67083 -7.33905
H42 4.71150 4.32869 -1.17121
Si1 -5.23399 -0.44925 1.14230
H43 -5.73183 -2.82319 1.74812
C39 4.27113 -3.80391 -4.26995
H44 6.36778 -5.42552 0.06114
N1 3.91899 0.80571 -2.67517
C40 1.47294 0.44869 -0.62526
H45 8.78575 -5.45045 -0.54090
H46 3.67356 12.84345 -2.56847
F4 0.38380 -2.70820 -4.97981
C41 -2.04484 -0.73457 -3.36732
C42 2.50955 1.56713 -0.79384
C43 -5.23971 0.54489 -0.45038
H47 1.95346 -1.09403 11.03823
C44 8.93631 -3.54770 2.25455
C45 4.13098 0.90363 8.54565
C46 2.27855 -1.98383 0.97115
H48 2.87594 -4.79336 -0.95872
H49 -8.69767 -3.98504 -3.78715
C47 -5.72741 -2.22303 0.83636
C48 3.64188 -1.14663 9.71489
C49 4.42147 -0.42571 8.82038
H50 3.36432 9.35995 -5.03527
H51 -10.11688 -5.11067 -7.62276
H52 7.22657 -2.98490 3.45317
O3 -0.95250 -3.15506 3.41672
H53 -6.74333 -2.21636 0.43007
H54 0.00442 -0.57131 -2.64928
C50 4.84737 6.17491 -0.08331
F5 2.76613 2.77928 8.92968
C51 8.18351 3.28350 8.02544
H55 9.02510 3.29601 8.70451
H56 4.78188 6.78516 -0.96948
H57 6.74909 3.97951 9.45326
C52 -8.19719 -4.51973 -6.86941
H58 2.69667 2.38017 -2.86989
H59 -0.37359 -3.48492 4.11795
I1 -0.96934 2.14797 -3.55766
C53 3.70891 9.59819 -1.70193
H60 -7.51391 -5.30386 -2.06046
C54 2.26540 0.79545 10.08450
H61 1.97651 2.50722 -0.63030
F6 -5.72147 1.27905 -3.86006
F7 5.38847 -4.18541 2.09526
H62 4.45486 -1.95027 1.06454
C55 -0.31083 -1.61253 1.19094
C56 3.64386 11.76690 -2.67216
H63 4.72155 1.47967 7.84804
H64 9.64941 -3.02351 2.87694
H65 -2.93307 -1.94041 0.87735
H66 -2.91401 -1.35283 -3.11415
H67 3.82429 -5.54782 -5.43781
C57 -7.37296 -3.45447 -6.53556
P1 -0.21662 -3.39941 1.96294
F8 9.60051 2.52131 6.31292
H68 3.87230 -2.18292 9.92309
C58 7.10195 -4.90364 0.66007
C59 4.97158 6.76937 1.16810
H69 -0.72333 -2.17084 -2.50139
H70 -6.38090 -3.63606 -6.14340
C60 -9.93327 -2.98087 -7.52421
H71 -1.18086 -0.70738 2.95260
Br1 -1.78219 -4.49069 0.80457
H72 -1.73629 -0.94633 -4.39130
O4 1.21446 0.28712 0.75129
C61 -6.45612 0.29278 2.34422
H73 5.26420 -0.89717 8.33167
C62 5.00975 4.60455 2.16199
H74 -10.06871 1.26943 -4.96173
C63 6.70147 -4.20448 1.78074
C64 3.44363 -4.62129 -5.02840
C65 3.14911 -4.02114 -0.23881
F9 5.08254 3.82337 3.26455
C66 3.47399 9.81102 -4.05800
H75 4.87452 2.91261 0.87460
C67 1.37333 -0.71368 2.88869
C68 1.66524 -3.06778 -4.74371
H76 -7.76151 0.38889 -5.16863
H77 5.29712 -4.09333 -4.08538
C69 -10.40021 -5.27845 -3.83491
H78 0.58063 0.77069 -1.16478
C70 2.56534 -0.53476 10.34272
H79 -7.18865 -1.30722 -6.44994
C71 -9.07784 -6.76288 -1.88900
H80 2.09852 2.58392 2.93800
C72 -0.91776 -1.09929 -2.40730
C73 3.63295 -1.26239 0.87744
C74 4.81006 4.79174 -0.19727
H81 0.75011 -1.38970 3.47777
H82 4.15036 -3.65383 -0.46277
H83 7.51630 2.52737 4.78721
H84 5.00435 7.84490 1.26218
C75 2.09812 -2.89919 -0.24884
H85 2.98484 1.36001 4.01924
H86 2.36739 -2.65873 1.82735
H87 3.55861 7.91978 -3.01598

The SMILES is [H]/N=C\CCO[C@](CC=C)([C@H](C)CC)[C@@](CCO[Si](C)(C)C)(OCCCCI)P(O)Br.Fc1ccccc1.Fc1ccccc1.Fc1ccccc1.Fc1ccccc1.Fc1ccccc1.Fc1ccccc1.Fc1ccccc1.Fc1ccccc1.Fc1ccccc1. The spin multiplicity is 1. The energy above the lowest of the compared OMol25 structures with the same formula, charge and spin is 0.0 kJ/mol. The calculation puts the HOMO energy at -8.253 eV.

These are the Löwdin partial charges, in e, on atoms 1 to 8: atom 1 (H): 0.02, atom 2 (C): -0.01, atom 3 (H): 0.10, atom 4 (H): 0.06, atom 5 (H): 0.10, atom 6 (H): 0.12, atom 7 (C): 0.01, atom 8 (C): -0.09

=====

No. 3
The following is a DFT calculation (ωB97M-V/def2-TZVPD) of one molecule with the formula C6H9N3O at a distorted geometry.

Positions of all 19 atoms, in Å:
H1 1.66727 -1.16502 -1.76194
H2 -1.87167 -1.66805 -0.39842
N1 0.40109 -0.42548 0.22691
C1 0.18531 0.94788 1.87639
O1 -1.18114 1.50411 -1.26529
H3 1.37922 3.36524 1.66405
H4 0.33652 -2.20137 -2.51326
C2 0.58400 -1.41164 -1.78080
N2 0.20267 -0.30262 1.51679
H5 0.19277 1.03207 2.96791
C3 -1.02845 -2.37644 -0.05388
H6 -1.05446 -2.61160 1.03721
H7 0.03949 -0.52762 -2.12267
H8 -0.91134 -3.28159 -0.60899
C4 -0.42388 1.44300 -0.35759
H9 0.53742 4.03949 0.22348
C5 0.68820 3.23975 0.88839
C6 0.16768 1.96114 0.90937
N3 0.08930 -1.56127 -0.44765

The spin multiplicity is 1. The energy above the lowest of the compared OMol25 structures with the same formula, charge and spin is 561.4 kJ/mol. The calculation puts the HOMO energy at -6.792 eV.

These are the natural (NBO) partial charges, in e, on atoms 1 to 8: atom 1 (H): 0.22, atom 2 (H): 0.18, atom 3 (N): -0.14, atom 4 (C): -0.10, atom 5 (O): -0.46, atom 6 (H): 0.20, atom 7 (H): 0.21, atom 8 (C): -0.42

=====

No. 4
The following is a DFT calculation (ωB97M-V/def2-TZVPD) of one molecule with the formula C20H29F3N6O.

Positions of all 59 atoms, in Å:
C1 -1.79967 -0.87477 -0.79422
C2 -6.91358 -1.50221 -0.15052
C3 1.01478 0.93653 -0.01404
C4 -2.15643 0.41514 1.13673
H1 -4.98172 -3.40015 2.68346
H2 -3.06161 -2.72691 1.26536
H3 -0.73641 2.03999 1.41026
F1 5.88132 0.73496 -3.17797
H4 -5.87871 -1.12348 3.11810
F2 5.38374 2.02076 -1.53325
H5 -7.85224 -2.01395 0.07308
H6 -4.87625 -4.23949 0.34760
H7 -2.88988 0.84844 1.81393
N1 3.22982 2.20180 2.34170
H8 5.70608 -1.25972 -1.54269
H9 -0.06553 -0.24424 -1.94420
N2 -0.28864 0.97691 -0.29947
H10 -1.45992 0.87714 -1.99814
N3 -2.81879 -0.24048 0.02267
H11 2.54284 2.69745 2.88652
C5 3.09003 0.29559 -0.55038
H12 -7.19063 0.01959 1.35098
H13 -4.83116 0.58890 1.60326
C6 -5.12916 -0.00357 0.73810
C7 -6.20488 -1.68138 2.23716
H14 -3.79751 -2.57490 -1.12075
H15 -3.48983 -1.45980 2.42108
H16 -1.19333 -1.59555 -0.21688
N4 1.45107 1.59270 1.06586
C8 5.26471 -0.34441 -1.13895
H17 -1.87867 2.25479 0.04842
H18 -6.55086 -4.01298 0.85933
C9 -3.82815 -1.99469 1.53169
C10 4.62265 2.35147 2.66373
O1 3.88919 -0.39575 -1.39499
H19 -6.16384 -3.07493 -1.41845
H20 -1.52051 -0.28517 1.70710
F3 7.22791 0.91693 -1.51227
H21 4.89791 3.40743 2.70212
C11 -0.87175 0.20428 -1.36532
H22 -5.27331 0.68074 -0.09953
C12 -5.84209 -2.51821 -0.53073
H23 4.84765 1.89072 3.62880
C13 -4.52486 -1.80902 -0.84785
H24 -7.13767 -2.19025 2.49024
H25 -4.65530 -1.13365 -1.69541
N5 3.64080 0.89982 0.48618
H26 5.46043 -0.24739 -0.06466
C14 5.92529 0.84284 -1.84560
C15 -4.02698 -1.01079 0.36564
C16 -1.26288 1.53715 0.60015
C17 2.76402 1.55180 1.26697
C18 -6.43485 -0.72281 1.06973
C19 -5.62067 -3.49005 0.62640
H27 5.19935 1.86009 1.88459
N6 1.81628 0.26235 -0.86173
C20 -5.14298 -2.70869 1.84795
H28 -2.25254 -1.39180 -1.63615
H29 -7.09285 -0.81847 -0.98302

The SMILES is CNc1nc(OCC(F)(F)F)nc(N2CCN([C@]34C[C@H]5C[C@H](C[C@H](C5)C3)C4)CC2)n1. The spin multiplicity is 1. The calculation puts the HOMO energy at -8.258 eV.

These are the natural (NBO) partial charges, in e, on atoms 1 to 8: atom 1 (C): -0.23, atom 2 (C): -0.40, atom 3 (C): 0.62, atom 4 (C): -0.23, atom 5 (H): 0.21, atom 6 (H): 0.21, atom 7 (H): 0.24, atom 8 (F): -0.32

=====

| no. | E_tot (eV) | lowest unoccupied orbital energy (Eh) |
| --- | --- | --- |
| 1 | -72580.5636 | -0.364 |
| 2 | -208632.9221 | 0.010 |
| 3 | -12880.1259 | -0.003 |
| 4 | -40354.2575 | 0.026 |